Entry 1:
ORCA calculation (ωB97M-V/def2-TZVPD) on a single C2H7N3O2S molecule at a distorted geometry.

XYZ file:
```
15
Properties=species:S:1:pos:R:3:forces:R:3:mulliken_charge:R:1
C -2.96165 0.80256 -1.33243 0.348 -0.103 1.111 -0.481
O -1.76797 0.00171 -1.26374 -0.676 0.270 -0.332 -0.210
N -0.80235 0.65029 -0.44419 0.468 -1.359 0.670 -0.552
C 0.11931 -0.23183 -0.18219 -0.372 1.043 -0.489 0.541
N 0.35014 -1.42634 -0.89187 -2.331 0.080 -0.850 -0.107
O 1.12722 -2.35007 -0.25155 0.524 -1.701 1.313 -0.505
N 1.09388 -0.05936 0.76253 1.783 0.650 1.096 -0.358
S 1.54661 1.40788 1.66776 -1.651 -1.859 -0.243 -0.144
H -3.55721 0.78751 -0.34723 1.156 0.344 -1.214 0.220
H -3.59407 0.30918 -2.05693 -0.023 -0.037 -0.360 0.235
H -2.66405 1.81283 -1.67832 -0.517 -0.421 0.430 0.224
H -0.47785 -1.87866 -1.34469 0.933 0.968 0.691 0.299
H 0.67107 -2.74381 0.54791 0.261 0.740 -1.132 0.344
H 1.84807 -0.76598 0.64534 -0.727 1.145 0.386 0.344
H 0.71660 1.16327 2.77446 0.823 0.239 -1.078 0.151
```
Positions in Å, forces in eV/Å.

Summary:
Orbital gap (eV): 8.632
Energy above the lowest of the compared OMol25 structures with the same formula, charge and spin (kJ/mol): 239.6
SMILES: CO/N=C(\NO)NS
HOMO (eV): -8.18

Entry 2:
ORCA calculation (ωB97M-V/def2-TZVPD) on a molecular structure, C30H29N7SSr at a distorted geometry.

XYZ file:
```
68
Properties=species:S:1:pos:R:3:forces:R:3:mulliken_charge:R:1
Sr 0.09697 -0.48348 -0.55069 0.441 -0.659 -0.687 1.795
N 2.86535 -0.43248 3.27824 0.093 0.088 0.099 -0.426
C 1.91581 -0.48777 2.31447 -0.031 -0.355 0.026 0.636
S 2.36960 -1.37392 0.91503 0.665 -0.114 -0.558 -0.659
N 0.76539 0.03985 2.62835 0.111 0.640 1.666 -1.274
N -0.19263 0.19877 1.72900 -0.856 0.367 0.272 -0.014
C -1.41585 0.38244 2.13256 1.196 -0.132 0.805 0.426
C -1.79076 0.33309 3.56296 0.028 0.073 0.218 0.338
C -2.49332 1.37795 4.16388 0.151 -0.128 -0.079 -0.161
C -2.81110 1.32156 5.50955 -0.072 0.122 0.077 -0.832
C -2.41614 0.23564 6.27379 0.092 0.053 0.068 -0.464
C -1.69727 -0.79453 5.68859 -0.043 -0.066 0.067 -0.881
C -1.39482 -0.75229 4.34004 -0.098 -0.030 -0.105 -0.117
C -2.43645 0.61552 1.12813 -1.009 0.140 -0.363 0.861
C -3.80044 0.61074 1.46504 0.408 -0.027 0.024 -0.339
C -4.74225 0.81057 0.48034 0.171 0.136 -0.358 -0.620
C -4.31591 1.02793 -0.82434 -0.062 -0.084 0.160 -0.696
C -2.95551 0.98761 -1.08071 -0.366 0.083 -0.361 -0.450
N -2.04180 0.78761 -0.14401 -0.122 0.175 0.380 -0.638
H 3.76790 -0.82754 3.08445 -0.056 0.101 -0.023 0.213
H 2.74764 0.20270 4.04567 -0.088 0.024 0.130 0.237
H -2.77421 2.24369 3.57920 -0.039 0.033 -0.043 0.532
H -3.35864 2.13551 5.96655 0.004 0.013 0.008 0.396
H -2.64285 0.20773 7.33009 -0.047 -0.024 0.050 0.395
H -1.36215 -1.62922 6.28790 -0.029 -0.073 0.018 0.401
H -0.85570 -1.56407 3.87415 0.075 -0.032 -0.008 0.480
H -4.10567 0.42330 2.48230 0.025 -0.003 0.024 0.493
H -5.79399 0.79639 0.72054 -0.113 0.008 0.026 0.433
H -5.02155 1.19881 -1.62107 -0.005 0.002 -0.113 0.443
H -2.57833 1.11695 -2.08755 -0.009 -0.044 -0.095 0.450
C 3.42304 -0.19518 -5.04389 0.158 0.171 0.025 -0.522
C 3.02953 0.66743 -4.03247 0.320 -0.002 -0.109 -0.734
C 1.86363 0.44099 -3.33130 -0.286 0.048 0.229 -0.605
C 1.03461 -0.65136 -3.62295 0.267 -0.145 -0.348 0.499
C 1.44249 -1.50477 -4.66644 -0.004 -0.041 0.088 -0.094
C 2.61896 -1.28398 -5.34839 -0.034 -0.047 -0.067 -0.606
N -0.05670 -0.91301 -2.83880 -0.081 0.060 -0.537 -0.530
C -1.15880 -1.51581 -3.37797 -0.359 -0.028 -0.361 -0.144
C -1.94464 -2.35444 -2.57380 0.249 0.108 0.118 -0.596
C -3.11626 -2.90967 -3.04035 -0.288 -0.042 -0.068 -0.428
C -3.55685 -2.64313 -4.32785 -0.204 -0.135 0.049 -0.703
C -2.79498 -1.81587 -5.14146 -0.050 -0.006 -0.063 -0.627
C -1.61677 -1.26415 -4.68575 0.029 0.055 0.078 0.005
H 4.34441 -0.02620 -5.58112 0.051 0.036 -0.044 0.374
H 3.63939 1.52739 -3.79036 0.045 0.038 0.027 0.376
H 1.55790 1.13629 -2.54828 0.031 0.034 -0.114 0.295
H 0.82817 -2.36528 -4.89654 0.023 -0.025 -0.040 0.476
H 2.92240 -1.97778 -6.12155 0.001 -0.016 -0.060 0.356
H -1.58847 -2.58667 -1.57622 -0.036 -0.130 0.010 0.589
H -3.68862 -3.56416 -2.39504 -0.045 -0.031 0.024 0.430
H -4.47962 -3.07359 -4.68965 -0.034 -0.035 -0.039 0.386
H -3.13328 -1.59249 -6.14474 -0.008 0.004 -0.065 0.375
H -1.03737 -0.60991 -5.32319 0.007 0.013 -0.041 0.499
C 0.54893 -5.82598 1.99298 0.106 0.049 0.009 -1.301
C -0.34892 -4.71325 1.59507 -0.252 0.091 -0.055 0.486
C -1.72500 -4.60284 1.59091 0.183 0.051 -0.011 -1.326
C -2.00020 -3.31995 1.08889 0.195 -0.259 0.065 0.578
N -0.86490 -2.69449 0.80838 -0.204 0.700 -0.360 0.645
N 0.11784 -3.54625 1.11689 0.053 -0.646 0.202 -0.229
C -3.33303 -2.69181 0.88154 0.112 0.087 0.027 -0.983
H -0.03759 -6.69034 2.28981 0.008 -0.051 0.012 0.358
H 1.18305 -5.52905 2.82723 0.047 -0.047 0.069 0.294
H 1.19672 -6.10606 1.16331 0.032 -0.090 -0.007 0.308
H -2.43798 -5.34128 1.89716 -0.108 -0.189 0.074 0.449
H 1.08316 -3.23211 1.03104 -0.114 0.104 0.066 0.037
H -4.05996 -3.44539 0.58597 -0.067 0.018 -0.047 0.437
H -3.27412 -1.92695 0.10794 -0.107 0.002 -0.037 -0.016
H -3.68006 -2.22646 1.80595 -0.053 0.010 -0.023 0.231
```
Positions in Å, forces in eV/Å.

Summary:
Orbital gap (eV): 5.776
HOMO (eV): -6.33

Entry 3:
ORCA calculation (ωB97M-V/def2-TZVPD) on a molecular structure, C4H7N3.

XYZ file:
```
14
Properties=species:S:1:pos:R:3:forces:R:3:mulliken_charge:R:1
C -0.18700 -1.84745 -0.09570 -0.046 0.007 0.030 -1.083
C 0.94392 -0.83383 -0.12080 0.075 -0.532 -0.209 -0.094
C 1.04679 1.11791 0.19523 -0.217 0.247 0.024 -0.524
C 0.08330 1.99377 -0.36026 -0.067 -0.010 0.031 -0.213
N -1.08074 1.71500 0.24255 0.033 0.010 0.016 0.248
N -1.01886 0.69739 1.08280 0.146 0.139 -0.131 -0.691
N 0.27338 0.34845 1.07048 0.018 0.059 0.069 0.090
H 0.12940 -2.71814 -0.68487 -0.036 0.132 0.066 0.383
H -0.42152 -2.16443 0.92334 0.037 0.066 -0.153 0.337
H -1.09653 -1.44521 -0.55221 0.139 -0.061 0.054 0.300
H 1.82837 -1.13882 0.42762 -0.146 0.109 -0.070 0.263
H 1.20131 -0.59864 -1.15475 -0.030 0.043 0.180 0.314
H 0.16487 2.79991 -1.07686 -0.011 -0.153 0.125 0.442
H -1.95698 2.21914 0.18561 0.104 -0.057 -0.033 0.228
```
Positions in Å, forces in eV/Å.

Summary:
Orbital gap (eV): 8.693
Energy above the lowest of the compared OMol25 structures with the same formula, charge and spin (kJ/mol): 511.1
HOMO (eV): -8.23

The highest orbital gap belongs to which entry?
C4H7N3